This record from OMol25 describes C11H31BrIN2O5PSi as an isolated structure. The level of theory is ωB97M-V/def2-TZVPD.

XYZ file:
```
53
Properties=species:S:1:pos:R:3:forces:R:3
C 0.821925 3.174669 0.201399 -0.08 -0.12 -0.08
C 0.840257 4.104340 -1.013253 0.26 0.07 0.00
C -0.111918 3.606372 -2.109521 -0.09 -0.21 0.15
I -0.944838 5.203814 -3.258375 -0.02 0.08 -0.11
Si 0.628016 2.270382 -3.212151 0.13 0.21 -0.01
Br -0.660380 0.482184 -3.123508 -0.09 -0.18 -0.03
P 0.822770 2.665681 -5.446173 -0.02 0.09 0.31
O -0.432600 2.536982 -6.184225 0.18 0.00 -0.11
O 1.933574 1.592473 -5.905962 -0.03 -0.12 -0.23
O 1.615773 4.065158 -5.535239 0.18 -0.09 -0.05
H 0.820447 2.122367 -0.107290 0.02 0.07 0.05
H -0.074576 3.342822 0.803341 0.04 -0.06 -0.07
H 1.691355 3.311853 0.845140 -0.07 0.08 -0.03
H 1.865904 4.172303 -1.394907 -0.13 0.04 -0.10
H 0.559126 5.120527 -0.729013 0.02 -0.09 0.09
H -0.989433 3.143849 -1.651196 0.03 0.12 0.01
H 1.965820 1.876944 -2.716144 0.00 0.06 0.01
H 2.853094 1.857036 -5.781157 -0.12 0.03 0.11
H 1.949179 4.284391 -6.419079 -0.21 0.01 0.09
C -0.401644 -4.462075 -1.778480 -0.03 -0.01 0.02
C -0.869151 -3.037414 -1.506536 -0.01 0.00 -0.07
C -0.871820 -2.651262 -0.026564 0.02 0.02 0.08
O -1.919954 -3.202583 0.747432 -0.01 -0.03 -0.04
C -1.674016 -4.488509 1.278293 0.06 0.02 0.02
N -2.153619 -2.826132 -2.165433 -0.11 0.03 0.00
H -1.176232 -5.184401 -1.514850 0.01 0.00 0.01
H -0.189961 -4.583767 -2.839864 -0.01 -0.01 0.00
H 0.498704 -4.703458 -1.210476 0.00 0.00 -0.01
H -0.154384 -2.351612 -1.974941 0.03 -0.04 -0.01
H -1.001330 -1.567701 0.037347 -0.01 0.02 0.02
H 0.096508 -2.908654 0.424599 0.04 0.05 0.02
H -0.627922 -4.592082 1.589795 -0.02 0.00 0.02
H -1.899283 -5.285601 0.565507 -0.01 0.01 -0.01
H -2.314595 -4.606433 2.151218 -0.01 -0.01 -0.01
H -2.439448 -1.854912 -2.100009 0.05 0.01 0.00
H -2.871640 -3.357574 -1.682312 0.04 -0.01 0.00
C -0.370400 -1.123642 4.478283 0.03 0.02 0.02
C -0.734606 0.315950 4.133139 -0.04 0.00 0.03
C -0.146358 0.794390 2.802796 0.06 0.03 -0.02
O 1.239001 1.094016 2.831515 -0.05 0.04 0.07
C 2.113095 -0.002322 2.669678 -0.02 0.00 -0.03
N -0.400059 1.184790 5.259647 0.02 0.01 -0.02
H 0.663577 -1.193024 4.821148 -0.02 -0.02 -0.02
H -1.005639 -1.481427 5.287716 0.02 0.00 0.00
H -0.494867 -1.781926 3.615042 -0.01 0.01 0.03
H -1.821762 0.363532 4.004353 0.01 -0.03 -0.02
H -0.634372 1.731024 2.522773 0.01 0.00 0.02
H -0.355653 0.056437 2.018069 -0.01 -0.02 -0.06
H 1.695879 -0.736041 1.974211 0.00 -0.05 -0.06
H 2.330223 -0.508272 3.613974 -0.01 0.02 0.00
H 3.045624 0.383822 2.258908 0.00 -0.01 0.01
H -0.765923 2.118051 5.106924 -0.01 -0.01 0.00
H 0.609165 1.285170 5.310326 -0.01 0.00 0.00
```
Positions in Å, forces in eV/Å.

Output
HOMO energy: -9.15 eV
Net charge: 0
Kohn-Sham gap: 9.31 eV
Strongest force on any atom: 0.32 eV/A

---

This record from OMol25 describes a 2-piece molecular cluster, C5H10BrP overall at a distorted geometry. The level of theory is ωB97M-V/def2-TZVPD.

XYZ file:
```
17
Properties=species:S:1:pos:R:3:forces:R:3
C -0.605593 -1.655415 2.253837 1.55 0.46 -2.99
C 0.530824 2.102301 -1.481068 0.26 -0.18 2.11
C 0.615871 0.591746 -1.584494 0.61 -1.08 -0.79
C -0.043442 -0.019250 -0.357331 -1.88 2.63 0.30
C 0.109739 -1.443914 -0.014050 -0.82 -0.21 4.30
P -1.666537 -0.599378 2.823636 -0.95 0.52 1.50
Br -0.961898 -2.819340 -0.731073 0.43 0.23 -0.45
H 0.097943 -2.345581 2.644320 0.28 -0.72 0.26
H -0.537272 2.411950 -1.639241 1.06 0.05 0.57
H 0.967909 2.321111 -0.399312 -1.16 0.35 -2.24
H 1.152088 2.560226 -2.230405 0.20 0.39 -0.20
H -0.002600 0.302043 -2.448602 0.81 -0.32 -0.15
H 1.693791 0.233561 -1.639799 -1.27 0.42 -0.34
H -1.120169 0.439253 -0.431965 1.40 -1.60 0.42
H 0.377883 0.613956 0.448155 -0.08 -0.86 0.23
H 1.058436 -1.708471 0.487908 -0.48 -0.29 -1.15
H -1.666974 -0.984797 4.299482 0.04 0.23 -1.38
```
Positions in Å, forces in eV/Å.

Output
HOMO energy (alpha / beta): -8.15 / -8.17 eV
ΔE to the lowest compared entry with this formula, charge and spin: 421.2 kJ/mol
Net charge: 0
Kohn-Sham gap (alpha / beta): 8.00 / 8.03 eV
Strongest force on any atom: 4.38 eV/A

---

This record from OMol25 describes C40H43F3IrN2O4P2SSi2 as an isolated structure at a distorted geometry. The level of theory is ωB97M-V/def2-TZVPD.

XYZ file:
```
98
Properties=species:S:1:pos:R:3:forces:R:3
Ir 1.033514 0.073855 1.286450 0.35 -0.26 0.73
C -0.729681 -2.291817 3.446557 0.36 0.14 0.29
Si -0.949849 -0.760204 2.432013 -0.29 -0.31 -0.37
C -1.572472 0.686638 3.434455 -0.03 0.00 0.03
C 1.737351 1.598247 2.544600 0.18 -0.10 -0.42
N -1.778594 -1.210884 1.041222 -0.16 0.22 -0.02
P -1.726786 -0.555116 -0.384573 -0.42 0.22 0.34
C -0.120940 0.122512 -0.716449 0.07 -1.20 0.26
P 1.187705 -0.817411 -1.397333 0.50 0.22 -0.64
N 1.768422 -1.576865 -0.119013 -0.36 0.60 0.28
Si 3.198113 -2.588460 0.092131 0.19 -0.13 -0.10
C 3.843933 -3.175495 -1.584708 -0.06 0.08 -0.09
C 4.588158 -1.563899 0.804355 0.03 0.02 0.14
C 2.726908 -4.127948 1.021286 0.08 -0.05 0.14
C 0.735217 -1.887525 -2.775142 -0.07 0.06 -0.04
C 0.562859 -1.357136 -4.054927 -0.05 -0.08 0.08
C 0.219895 -2.189769 -5.108429 -0.01 0.09 -0.01
C 0.021429 -3.545511 -4.882166 -0.01 -0.05 0.03
C 0.152089 -4.068158 -3.602850 -0.03 -0.01 0.04
C 0.509130 -3.240852 -2.546838 0.01 0.05 -0.04
C 2.485588 0.289623 -2.050591 -0.05 0.06 0.03
C 2.851813 1.409172 -1.297460 -0.01 -0.08 -0.20
C 3.978772 2.148165 -1.622219 -0.06 -0.04 0.04
C 4.770759 1.762540 -2.694625 0.03 0.04 0.02
C 4.422676 0.650907 -3.446283 0.02 -0.03 -0.02
C 3.289807 -0.084713 -3.127418 -0.10 0.06 0.03
C -2.371710 -1.811154 -1.520747 0.19 0.09 -0.24
C -2.704193 -1.494293 -2.837078 0.02 -0.13 0.04
C -3.249682 -2.464526 -3.663991 0.04 0.06 -0.02
C -3.466490 -3.748462 -3.178412 -0.02 -0.02 -0.01
C -3.139358 -4.064098 -1.867593 0.04 0.00 0.00
C -2.587024 -3.098379 -1.036821 -0.01 0.06 -0.03
C -2.929218 0.792544 -0.599774 0.14 0.13 -0.12
C -2.754268 1.812705 -1.535233 -0.03 -0.02 0.09
C -3.713987 2.807953 -1.670145 0.06 -0.05 -0.07
C -4.859305 2.776021 -0.885814 0.01 -0.03 0.07
C -5.038111 1.761038 0.047736 0.01 0.02 -0.04
C -4.075412 0.769564 0.190408 0.05 0.05 0.00
H -0.344698 -2.071387 4.445783 -0.05 -0.11 -0.07
H -1.698501 -2.790507 3.546427 0.01 0.09 -0.07
H -0.029986 -2.974059 2.959038 -0.08 -0.01 0.02
H -1.077317 0.703487 4.408714 -0.03 0.03 -0.07
H -1.405182 1.641336 2.935440 -0.03 -0.01 0.02
H -2.650436 0.555244 3.593129 0.09 0.01 -0.01
H 1.183972 1.619052 3.484426 -0.04 -0.06 -0.05
H 2.785776 1.383497 2.751323 0.00 0.03 0.07
H 1.666923 2.584714 2.066053 -0.08 -0.11 -0.02
H 4.379109 -2.383215 -2.116915 -0.04 -0.07 0.04
H 4.550889 -3.995147 -1.412823 -0.04 0.08 0.01
H 3.057717 -3.554119 -2.242077 0.09 -0.04 0.01
H 4.998500 -0.900493 0.034555 -0.03 -0.07 0.03
H 4.247422 -0.959066 1.645818 0.05 -0.05 -0.05
H 5.394911 -2.214858 1.161383 -0.05 0.08 -0.07
H 1.797573 -4.549894 0.621385 0.08 0.04 0.00
H 3.514925 -4.882294 0.909853 -0.09 0.06 -0.02
H 2.590253 -3.936506 2.086476 -0.05 -0.04 -0.06
H 0.704806 -0.294194 -4.219086 0.01 -0.05 -0.06
H 0.106172 -1.781145 -6.105549 -0.01 -0.02 0.04
H -0.246469 -4.196656 -5.705950 0.01 0.02 0.03
H -0.024522 -5.122115 -3.425247 0.01 0.04 -0.01
H 0.622730 -3.635019 -1.542151 -0.01 -0.02 -0.06
H 2.257870 1.709481 -0.446187 -0.04 0.06 0.08
H 4.242603 3.014564 -1.027885 0.00 -0.04 -0.02
H 5.666415 2.322095 -2.935113 -0.04 0.00 -0.02
H 5.044716 0.346799 -4.278620 -0.02 -0.02 0.01
H 3.034756 -0.959509 -3.710492 0.09 0.01 0.00
H -2.541788 -0.489513 -3.212912 -0.02 -0.04 -0.01
H -3.506603 -2.219264 -4.687758 0.01 -0.01 0.04
H -3.893428 -4.504153 -3.827474 0.00 0.03 0.03
H -3.311025 -5.065040 -1.490855 0.00 0.03 0.00
H -2.329420 -3.312778 -0.006999 -0.02 -0.02 -0.04
H -1.853209 1.837762 -2.141974 -0.07 0.01 0.03
H -3.564352 3.610448 -2.383059 -0.02 -0.05 0.01
H -5.612951 3.545126 -1.000627 0.02 0.00 0.02
H -5.927083 1.746121 0.666242 0.00 -0.03 -0.02
H -4.192617 -0.023460 0.920696 -0.02 0.02 -0.01
F 2.701950 -1.409037 6.172886 -0.02 0.03 0.03
C 2.458022 -0.876114 4.979948 0.07 0.06 -0.03
F 1.296000 -0.176772 5.087312 0.05 -0.02 0.02
F 3.432944 0.021798 4.730564 -0.07 -0.03 0.04
C 2.357594 -1.937722 3.846150 -0.04 0.07 -0.07
O 2.459150 -3.103643 4.185105 -0.03 0.17 -0.21
O 2.192191 -1.434150 2.684930 -0.09 -0.21 0.26
O -4.293517 6.929317 3.626453 -0.01 0.04 0.05
C -2.985524 7.078244 3.334932 -0.07 -0.13 -0.03
O -2.400922 8.052561 3.704428 0.11 0.13 0.02
C -2.321162 5.989119 2.538106 -0.02 -0.08 -0.03
C -1.041846 6.256271 2.050590 0.11 0.05 0.07
C -0.365982 5.317275 1.301268 -0.16 0.07 0.00
C -0.963872 4.072720 1.020946 0.32 0.03 -0.19
S -0.121832 2.933762 0.036739 -0.15 0.48 0.20
C -2.239150 3.797929 1.532333 -0.08 -0.05 0.07
C -2.906146 4.750109 2.278771 -0.06 0.01 -0.03
H -4.654460 6.124988 3.241980 0.00 -0.06 -0.06
H -0.596825 7.216500 2.275578 -0.01 -0.02 0.00
H 0.625272 5.526262 0.920231 -0.05 -0.01 -0.03
H -2.701298 2.839239 1.336615 0.02 -0.01 -0.05
H -3.886096 4.487199 2.662565 0.02 0.01 0.01
```
Positions in Å, forces in eV/Å.

Output
HOMO energy (alpha / beta): -7.25 / -8.65 eV
Net charge: 0
2S+1: 6
Kohn-Sham gap (alpha / beta): 7.02 / 5.60 eV
Strongest force on any atom: 1.23 eV/A

---

Which value of strongest force on any atom does entry 1 give?
0.32 eV/A

---

strongest force on any atom of number 1 (C11H31BrIN2O5PSi)?
0.32 eV/A